{"formula": "C28H70BF7N8O10", "method": "the ωB97M-V functional and the def2-TZVPD basis", "species": ["C", "C", "O", "N", "H", "H", "C", "H", "H", "H", "H", "H", "H", "C", "C", "O", "N", "H", "H", "C", "H", "H", "H", "H", "H", "H", "C", "C", "O", "N", "H", "H", "C", "H", "H", "H", "H", "H", "H", "C", "C", "O", "N", "H", "H", "C", "H", "H", "H", "H", "H", "H", "C", "C", "O", "N", "H", "H", "C", "H", "H", "H", "H", "H", "H", "C", "C", "O", "N", "H", "H", "C", "H", "H", "H", "H", "H", "H", "C", "C", "O", "N", "H", "H", "C", "H", "H", "H", "H", "H", "H", "C", "C", "O", "N", "H", "H", "C", "H", "H", "H", "H", "H", "H", "C", "O", "O", "C", "F", "F", "F", "C", "C", "H", "H", "H", "H", "H", "H", "B", "F", "F", "F", "F"], "positions_angstrom": [[-0.77342, -1.12910, 4.82979], [-2.13179, -0.70809, 4.33666], [-2.39626, 0.15020, 3.55982], [-3.23458, -1.70834, 4.70691], [-3.55171, -2.03317, 3.78368], [-2.78996, -2.58556, 5.01022], [-4.26508, -1.11846, 5.64164], [-0.06567, -0.31141, 4.73194], [-0.49560, -1.88774, 4.08819], [-0.80673, -1.47369, 5.86182], [-4.54286, -0.18021, 5.16812], [-3.83898, -0.94429, 6.62399], [-5.15117, -1.74620, 5.65359], [2.55390, -8.73468, 1.90641], [1.86064, -8.13032, 0.72382], [2.24470, -7.24244, 0.05134], [0.62402, -8.94423, 0.31761], [0.92438, -9.82357, -0.13106], [0.13428, -9.30184, 1.14364], [-0.31774, -8.31961, -0.69460], [2.29728, -9.78439, 2.05860], [2.11104, -8.24342, 2.78449], [3.62570, -8.57537, 1.90963], [0.11951, -8.30636, -1.68419], [-0.58386, -7.34595, -0.29778], [-1.19229, -8.96517, -0.64578], [1.30994, 5.24949, -3.68305], [1.64149, 3.89524, -4.21016], [2.32999, 3.09681, -3.68017], [1.08744, 3.47639, -5.52769], [1.14692, 2.44769, -5.52885], [0.09654, 3.70874, -5.60954], [1.84997, 4.04544, -6.71574], [2.10155, 5.46026, -2.95477], [0.44425, 5.20116, -3.01818], [1.34980, 6.14431, -4.29949], [2.89308, 3.77548, -6.60215], [1.73279, 5.12643, -6.73150], [1.35336, 3.60750, -7.57471], [4.93095, -5.57110, 0.22248], [5.67535, -4.69152, 1.20946], [6.42072, -5.13644, 2.00651], [5.65114, -3.18363, 0.99215], [6.37803, -2.93640, 0.30998], [4.79531, -2.73330, 0.57238], [5.79951, -2.38624, 2.26378], [5.09386, -6.60678, 0.48539], [5.36779, -5.37932, -0.76114], [3.90711, -5.19185, 0.23595], [6.67095, -2.67549, 2.84433], [4.95055, -2.70203, 2.86577], [5.79970, -1.34249, 1.98131], [6.86104, 2.21451, 0.59498], [6.22077, 1.14670, -0.21189], [6.73384, 0.43893, -0.98991], [4.71975, 1.02841, -0.10289], [4.38520, 0.06984, 0.14643], [4.41829, 1.58992, 0.69680], [3.98065, 1.56480, -1.30291], [7.54892, 2.82982, 0.00739], [7.46686, 1.92732, 1.45492], [6.15849, 2.98404, 0.93301], [4.34553, 2.56624, -1.51794], [2.91521, 1.53695, -1.11140], [4.25334, 0.93369, -2.14494], [-2.38001, 6.11226, 4.73358], [-2.06604, 5.39497, 3.46800], [-2.71346, 5.47877, 2.48914], [-0.70209, 4.69001, 3.42545], [-0.28530, 4.92733, 2.51782], [-0.09788, 5.20246, 4.08226], [-0.76519, 3.21746, 3.68410], [-2.32405, 7.19495, 4.57399], [-1.79032, 5.89221, 5.62515], [-3.41799, 5.97543, 5.04449], [-0.70041, 2.89969, 4.71891], [0.00633, 2.71132, 3.10626], [-1.69446, 2.83780, 3.26606], [-5.07885, 0.47215, -4.43249], [-5.48146, 1.64073, -3.62631], [-5.28595, 1.81128, -2.46379], [-6.37799, 2.63620, -4.38498], [-5.79860, 3.39117, -4.77190], [-6.77786, 2.16390, -5.20202], [-7.55043, 3.21108, -3.57917], [-4.72575, -0.36061, -3.83511], [-4.27965, 0.75021, -5.13796], [-5.80822, 0.09888, -5.15888], [-8.36027, 2.50277, -3.72218], [-7.85452, 4.09060, -4.14637], [-7.19639, 3.48292, -2.59685], [-3.00270, 2.17047, 0.71984], [-4.35441, 2.80226, 0.73420], [-4.52562, 3.92501, 0.47881], [-5.57243, 1.99794, 1.18862], [-6.35769, 2.25136, 0.57589], [-5.45871, 0.99488, 1.02091], [-5.97732, 2.26509, 2.61940], [-2.23235, 2.77231, 1.18759], [-2.73162, 2.15753, -0.34757], [-2.79060, 1.12006, 0.92837], [-6.13537, 3.33531, 2.71790], [-5.16561, 1.93794, 3.26405], [-6.88369, 1.70006, 2.81740], [2.03857, -1.61678, 0.39468], [1.43466, -0.86825, -0.65422], [3.34596, -1.54992, 0.24136], [1.35962, -1.21476, 1.73029], [1.26002, 0.09268, 2.05235], [0.07509, -1.72095, 1.88038], [2.02260, -1.81358, 2.75317], [0.11146, -1.12359, -1.08594], [-0.00821, -0.48572, -2.46878], [-0.06864, 0.59658, -2.32207], [0.72470, -0.71276, -3.23934], [-0.96681, -0.79673, -2.90332], [-0.59734, -0.62051, -0.41100], [-0.13449, -2.18560, -1.20419], [1.75977, -2.68408, 0.28545], [1.44125, 0.11997, -5.54648], [0.16606, 0.48926, -5.00174], [1.86115, 1.07533, -6.51220], [2.34764, 0.16580, -4.46052], [1.37815, -1.13871, -6.09302]], "lowdin_charge": [0.053, -0.385, 0.139, 0.084, 0.193, 0.188, 0.060, 0.103, 0.103, 0.116, 0.088, 0.124, 0.121, 0.043, -0.382, 0.185, 0.081, 0.200, 0.184, 0.039, 0.107, 0.117, 0.107, 0.116, 0.101, 0.113, 0.027, -0.415, 0.188, 0.086, 0.115, 0.184, 0.061, 0.101, 0.095, 0.103, 0.121, 0.104, 0.116, 0.035, -0.386, 0.204, 0.084, 0.193, 0.123, 0.020, 0.093, 0.114, 0.079, 0.108, 0.103, 0.085, 0.032, -0.422, 0.212, 0.068, 0.122, 0.157, 0.028, 0.120, 0.114, 0.090, 0.104, 0.091, 0.117, 0.043, -0.393, 0.196, 0.105, 0.193, 0.192, 0.017, 0.134, 0.105, 0.117, 0.116, 0.106, 0.064, 0.039, -0.374, 0.136, 0.098, 0.196, 0.180, 0.061, 0.108, 0.130, 0.118, 0.119, 0.119, 0.090, 0.033, -0.416, 0.218, 0.097, 0.188, 0.181, 0.052, 0.073, 0.116, 0.085, 0.120, 0.090, 0.120, -0.495, -0.087, -0.169, -0.488, 0.112, 0.062, 0.109, -0.265, -0.068, 0.069, 0.067, 0.079, 0.091, 0.124, 0.154, -1.232, 0.046, 0.100, 0.084, 0.165], "total_charge": 6, "e_homo_ev": -19.6, "lumo_ha": -0.4670}

{"formula": "C7H20NO2", "method": "the ωB97M-V functional and the def2-TZVPD basis", "species": ["C", "C", "C", "C", "C", "C", "C", "N", "H", "H", "H", "H", "H", "H", "H", "H", "H", "H", "H", "H", "H", "H", "H", "H", "H", "H", "O", "H", "H", "O"], "positions_angstrom": [[1.54492, 1.62834, -0.30021], [0.14989, 2.32024, -0.49712], [-1.19261, 2.22252, 0.30869], [-2.12394, 0.97221, 0.00378], [-1.65526, -0.37780, 0.51333], [-1.91685, -0.73952, 1.77331], [-1.53625, -2.08234, 2.19627], [1.32467, 0.09247, -0.57778], [2.33137, 2.08921, -1.00831], [1.84749, 1.60904, 0.81586], [0.41505, 3.35322, -0.49926], [-0.22518, 2.25673, -1.55876], [-1.78826, 3.06529, 0.00288], [-0.89442, 2.18910, 1.33627], [-2.20076, 0.84254, -1.09583], [-3.11984, 1.08081, 0.41743], [-1.31458, -0.93839, -0.26523], [-2.15046, 0.04710, 2.45519], [-0.65356, -2.48053, 1.66645], [-1.28621, -2.26472, 3.24421], [-2.24827, -2.89098, 1.70102], [0.69837, -0.11528, 0.11287], [0.93100, -0.01801, -1.52024], [2.20105, -0.34665, -0.35179], [3.77307, -2.50259, 0.39562], [3.99414, -1.14346, 0.79009], [3.36089, -1.61194, 0.37211], [1.13804, -1.75863, -3.83220], [0.08331, -2.65386, -3.50647], [0.51317, -1.84411, -3.09216]], "mulliken_spin": [1.093, 0.125, 0.181, -0.062, 0.305, -0.154, 0.077, -0.139, -0.349, -0.200, -0.043, -0.092, -0.030, -0.018, -0.037, 0.001, 0.044, -0.015, -0.037, -0.009, -0.005, -0.015, 0.115, -0.177, -0.198, -0.053, 0.502, -0.120, -0.058, 0.368], "de_lowest_kcal_mol": 14.09, "spin_multiplicity": 2, "total_charge": 0, "e_homo_ev": [-2.5, -9.2], "s_squared": 0.751, "lumo_ha": [0.0230, 0.0180]}

{"formula": "C17H18N2O4OsS", "method": "the ωB97M-V functional and the def2-TZVPD basis", "species": ["Os", "C", "O", "C", "C", "C", "C", "C", "C", "N", "N", "C", "O", "C", "C", "C", "C", "C", "C", "C", "O", "H", "H", "H", "H", "H", "H", "H", "H", "H", "H", "H", "H", "C", "S", "C", "O", "H", "H", "H", "H", "H", "H"], "positions_angstrom": [[5.90804, 14.27807, 4.20378], [4.27168, 18.14471, 6.04004], [5.25055, 18.54932, 5.05537], [6.49767, 18.03337, 4.95756], [7.57244, 18.83597, 5.30549], [8.87120, 18.58588, 4.96764], [9.19155, 17.43324, 4.34719], [8.22996, 16.39222, 4.21673], [8.70351, 15.07153, 4.12725], [7.86357, 14.00635, 4.26574], [8.37096, 12.74148, 4.31333], [7.32804, 11.94993, 4.44140], [6.07500, 12.36523, 4.59891], [7.45170, 10.47616, 4.50626], [6.39699, 9.60658, 4.58526], [6.70350, 8.23350, 4.81600], [8.01470, 7.83179, 4.96246], [9.10871, 8.67995, 4.76349], [8.77117, 10.01389, 4.48461], [6.83299, 16.73518, 4.37530], [5.86294, 16.04211, 3.71403], [3.29256, 18.31007, 5.54345], [4.28882, 18.81460, 6.93400], [4.32810, 17.10182, 6.39559], [7.30613, 19.78746, 5.79338], [9.66366, 19.22416, 5.38366], [10.26166, 17.11832, 4.18628], [9.74013, 14.86391, 4.22013], [5.39147, 9.97296, 4.65706], [5.89382, 7.50054, 4.93072], [8.22474, 6.72944, 5.08863], [10.13125, 8.27529, 4.77456], [9.63969, 10.69271, 4.29444], [4.48981, 13.14564, 7.97464], [6.09914, 13.86172, 7.40098], [6.56496, 15.06372, 8.69913], [5.64685, 14.93066, 6.32571], [4.77018, 12.20639, 8.48146], [3.91168, 12.98055, 7.05315], [3.95464, 13.80369, 8.64139], [6.46699, 14.56814, 9.67579], [5.93933, 15.95090, 8.62041], [7.60208, 15.31608, 8.45269]], "mulliken_spin": [2.816, 0.000, -0.002, -0.047, 0.117, 0.012, 0.038, 0.048, -0.047, 0.140, 0.250, 0.016, 0.077, 0.015, 0.009, 0.005, 0.063, -0.026, 0.065, 0.173, 0.171, 0.000, 0.000, 0.000, 0.001, 0.000, 0.000, -0.006, -0.005, 0.000, 0.001, 0.000, -0.002, 0.001, 0.010, -0.001, 0.102, 0.000, 0.001, 0.000, 0.002, 0.002, 0.000], "spin_multiplicity": 5, "total_charge": 2, "e_homo_ev": [-14.9, -14.8], "s_squared": 6.047, "lumo_ha": [-0.2876, -0.3731]}

{"formula": "C3H11NOS2", "method": "the ωB97M-V functional and the def2-TZVPD basis", "species": ["N", "C", "C", "C", "S", "S", "H", "H", "H", "H", "H", "H", "H", "H", "H", "H", "H", "O"], "positions_angstrom": [[0.44678, 0.02860, 1.22033], [-0.63856, -0.44505, 0.32064], [-2.01490, -0.59122, 0.98546], [-0.79575, 0.52325, -0.88116], [0.73381, 0.18628, -1.96394], [1.05307, 2.02479, -2.78253], [0.45315, -0.57505, 2.03738], [0.14169, 0.94039, 1.55755], [-0.17625, -1.34349, -0.06674], [-2.83971, -0.23950, 0.35244], [-2.10082, -0.06541, 1.93580], [-2.27119, -1.64553, 1.10357], [-0.94245, 1.56281, -0.58323], [-1.64334, 0.22977, -1.50456], [1.57661, 2.71412, -1.76843], [3.42094, -1.03472, -0.63198], [2.36246, -0.95472, 0.41862], [3.23446, -1.31532, 0.25078]], "lowdin_charge": [0.014, -0.523, -0.063, -0.454, 0.407, 0.290, 0.083, 0.078, 0.104, 0.072, 0.076, 0.075, 0.079, 0.065, -0.200, 0.001, -0.036, -0.068], "de_lowest_kcal_mol": 6.88, "total_charge": 0, "e_homo_ev": -9.0, "lumo_ha": 0.0194, "smiles": "C[C@H](N)CSS.O"}

F_max
In order: 2.30 5.19 4.28 1.82
Unit: eV/Å